{"formula": "C28H42O21Ti", "method": "the ωB97M-V functional and the def2-TZVPD basis", "symbols": ["C", "H", "H", "C", "H", "O", "Ti", "H", "C", "O", "C", "O", "H", "H", "H", "C", "O", "C", "H", "H", "H", "O", "O", "H", "C", "C", "C", "O", "C", "H", "H", "H", "H", "O", "H", "H", "O", "H", "C", "O", "C", "H", "H", "H", "C", "H", "H", "C", "O", "O", "O", "C", "H", "C", "C", "O", "C", "H", "C", "H", "H", "H", "C", "O", "H", "H", "C", "H", "H", "C", "O", "C", "H", "H", "O", "O", "C", "H", "H", "O", "C", "O", "H", "C", "H", "H", "H", "H", "C", "H", "C", "O"], "positions_angstrom": [[-2.5675, 1.3171, -5.7724], [-1.8970, 5.3353, -3.1576], [5.0258, -2.2474, -4.5533], [1.0941, 3.6175, 3.1605], [-0.2569, -2.3609, 5.5127], [-2.8302, -0.0639, 2.6152], [0.5221, -0.7641, -0.2642], [3.5443, -3.6079, 5.1968], [-4.4819, -0.7778, -0.8987], [-0.4703, -1.0962, -4.9070], [2.2800, 0.7407, 2.1749], [-1.0338, 0.6791, 3.5389], [3.2632, 1.7787, 4.9005], [-4.5786, 1.2785, -0.0885], [0.1708, 3.1281, 3.4708], [-0.6516, -0.5369, -3.7683], [3.4282, -2.7168, -3.3192], [-2.5285, -1.8470, -0.9709], [7.1468, -3.5140, -1.2468], [-0.4273, 2.6263, -4.5862], [-3.9761, 1.1282, -1.6833], [2.3857, 2.0543, 1.9307], [-0.1044, -2.2274, 3.3981], [-3.6072, -0.9506, 4.2042], [0.8012, -2.8308, 2.5452], [2.3950, 1.6453, 4.2550], [-1.1644, 3.3538, -2.6582], [2.3873, -2.1526, -1.3589], [3.3939, -2.4440, -2.0108], [-0.6091, 5.3768, -1.9669], [4.9576, -3.9490, -4.0462], [7.4196, -3.8151, -2.8242], [-1.1053, 2.2512, 5.6935], [0.9769, 2.4942, -3.0401], [-1.1545, -0.6143, -6.7318], [-3.0290, 2.0637, -5.1262], [2.2453, 0.4853, 3.4773], [-3.0901, 1.1945, -6.7211], [6.5757, -3.7845, -2.1349], [-0.9555, 0.3526, 1.4112], [2.9205, -2.7200, 5.2999], [-1.5549, 1.6697, -5.9687], [0.8095, -1.1331, 4.8812], [-3.3773, -0.4711, -4.9639], [-2.0386, 1.7565, 5.4243], [0.3730, 4.1171, -4.1200], [-2.2091, 4.8289, -1.5112], [-1.5812, 0.3327, 2.4196], [0.6729, -2.8284, 1.3132], [4.6854, -2.4224, -1.4962], [1.1976, 1.5241, -1.0058], [-1.9509, 0.4485, 4.6001], [-4.2663, -0.7559, -2.9986], [0.4264, -2.1362, 4.6938], [-2.4047, 0.0162, -5.0337], [-1.7220, 0.2354, -3.8672], [5.6135, -2.6383, -2.5130], [-5.2546, -1.3063, -0.3404], [0.5326, 2.1706, -1.8090], [2.7670, -2.4994, 6.3562], [-2.5768, 1.7365, 6.3719], [-2.0607, 2.8997, -3.0808], [-4.7059, 0.6942, -0.9998], [-3.0743, -2.1808, -2.1043], [1.2490, 4.3169, 3.9820], [0.9440, 4.2416, 2.2795], [-3.2890, 0.0552, 3.9299], [-5.2239, -2.1029, -2.4171], [6.1656, -4.7895, -2.0353], [2.2998, 2.7262, 3.1676], [-0.7081, 2.5799, -1.5911], [-4.3112, -1.5347, -2.2373], [6.0647, -1.6882, -2.7990], [-5.7332, 0.7841, -1.3529], [1.7568, -3.4423, 3.2427], [-3.2508, -0.9854, -0.3068], [-0.0888, 3.2100, -3.7302], [3.2085, 3.3260, 3.2174], [-4.0907, 0.7845, 4.0459], [-1.4114, -2.2052, -0.5848], [-1.5360, -1.0002, -5.7865], [0.0555, -0.7312, -2.8051], [-1.5132, -0.3296, 5.2254], [4.8193, -2.9183, -3.7195], [-2.0276, -1.9514, -5.9907], [3.2743, -1.9183, 4.6516], [-2.5965, 2.5233, 4.8869], [1.4842, 1.8064, 4.8317], [-1.4682, 4.8004, -2.3102], [1.3547, -4.1978, 5.0976], [1.5835, -3.2340, 4.6429], [2.2734, -0.0638, 1.2680]], "lowdin_charge": [-0.009, 0.092, 0.138, -0.009, 0.129, 0.086, 0.687, 0.081, -0.329, 0.130, -0.524, 0.092, 0.142, 0.093, 0.070, -0.562, 0.092, -0.552, 0.082, 0.100, 0.085, 0.115, 0.050, 0.141, -0.461, -0.069, -0.337, 0.094, -0.451, 0.094, 0.133, 0.084, 0.072, 0.090, 0.140, 0.086, 0.078, 0.102, -0.008, 0.136, -0.003, 0.081, 0.111, 0.142, -0.016, 0.139, 0.086, -0.601, 0.099, 0.091, 0.085, -0.265, 0.108, -0.105, -0.357, 0.099, -0.362, 0.157, -0.530, 0.087, 0.086, 0.131, -0.001, 0.130, 0.090, 0.097, -0.059, 0.142, 0.094, -0.322, 0.121, -0.073, 0.157, 0.097, 0.106, 0.114, -0.050, 0.153, 0.137, 0.076, -0.068, 0.137, 0.132, -0.082, 0.143, 0.079, 0.085, 0.120, -0.012, 0.147, -0.258, 0.102], "relative_energy_kcal_mol": 0.0, "charge": 1, "orbital_gap_ev": [3.369, 10.942], "s_squared": 3.75, "multiplicity": 4, "lumo_energy_ev": [-1.42, -1.43], "homo_energy_ev": [-4.8, -12.4]}

***

{"formula": "BrH2N", "method": "the ωB97M-V functional and the def2-TZVPD basis", "symbols": ["Br", "H", "N", "H"], "positions_angstrom": [[-2.7230, 0.0902, 1.2506], [-0.2028, -0.8857, 0.0641], [0.4991, -0.1659, -0.2105], [0.4518, 0.5874, 0.3924]], "lowdin_charge": [-0.135, -0.055, 0.259, -0.069], "relative_energy_kcal_mol": 100.6, "charge": 0, "orbital_gap_ev": [4.923, 4.332], "lumo_energy_ev": [-4.91, -5.11], "homo_energy_ev": [-9.8, -9.4]}

***

{"formula": "C27H24BrCl2FeN3O2PS", "method": "the ωB97M-V functional and the def2-TZVPD basis", "symbols": ["C", "C", "H", "Br", "C", "C", "C", "C", "Cl", "C", "H", "C", "H", "C", "H", "C", "C", "H", "C", "H", "C", "H", "C", "H", "C", "H", "C", "H", "C", "H", "C", "C", "C", "N", "H", "C", "H", "H", "H", "C", "P", "N", "H", "Cl", "H", "Fe", "H", "C", "C", "C", "N", "H", "H", "H", "H", "H", "H", "C", "S", "O", "C", "O"], "positions_angstrom": [[-0.5225, -1.2130, 3.0063], [2.0744, -3.5136, 0.7412], [2.7276, 0.5697, -4.5278], [-0.2580, -3.3190, -0.7545], [0.1475, 2.4083, 1.4822], [-1.4925, -1.1234, -2.8249], [3.5458, 2.3946, -1.8033], [1.5332, 1.1084, -1.3477], [1.5455, 2.2862, 3.8101], [-1.2488, -1.4844, -4.1531], [-1.8071, 4.9543, 0.2113], [-0.7210, 5.0902, 2.0707], [-2.8936, -1.1614, -1.2105], [-0.7184, 3.1736, 0.6581], [0.2667, -0.4693, 2.8639], [-3.3802, -2.5239, -4.3043], [-2.1814, -2.1931, -4.9038], [-4.1258, -3.0715, -4.8654], [2.4409, -0.8355, 0.9181], [-4.5949, -2.4070, -2.5373], [3.6454, 1.8640, -3.0869], [-0.1718, -2.1959, 2.6879], [-2.7139, -1.4515, -2.2355], [1.8932, -4.5728, 0.6470], [3.1767, -3.0378, 1.4330], [-1.9754, -2.4683, -5.9296], [1.2202, -2.5890, 0.1695], [-4.0481, -1.7191, 1.6039], [2.6815, 0.9748, -3.5223], [-2.7746, -2.9342, 1.8192], [0.5275, -0.2173, -3.0661], [2.5129, 2.0218, -0.9531], [-3.1710, -1.9891, 2.1921], [1.3514, -1.2667, 0.2505], [4.4579, 2.1543, -3.7398], [-1.1457, 4.4578, 0.9095], [-0.8202, -1.2583, 4.0548], [-3.4588, -2.1020, 3.2378], [2.4675, 2.4490, 0.0429], [-3.6425, -2.1477, -2.9819], [-1.9172, -0.7109, 1.9989], [0.5545, 1.1656, 1.2229], [4.2866, 3.1087, -1.4625], [-1.3089, 2.3171, -0.7523], [-1.8398, 1.5527, 2.7748], [0.0571, 0.3499, -0.3060], [4.2128, -1.2378, 2.0299], [1.6450, 0.6194, -2.6596], [0.1125, 4.3995, 2.9501], [-2.5955, 0.7672, 2.7597], [-0.4458, -0.4331, -2.2237], [0.4468, 4.8649, 3.8680], [-3.4484, 1.1092, 2.1729], [4.7338, -3.4824, 2.4374], [-2.9173, 0.5541, 3.7801], [-1.0369, 6.0993, 2.2934], [2.5306, 0.2361, 1.0008], [3.3652, -1.6656, 1.5096], [0.3070, -0.8938, -4.6445], [-1.6254, -0.5401, 0.5293], [0.5237, 3.1165, 2.6654], [4.0101, -3.9385, 1.9934]], "lowdin_charge": [-0.163, -0.057, 0.094, 0.894, -0.515, -0.341, -0.079, -0.151, 0.637, -0.464, 0.101, -0.116, 0.087, -0.540, 0.020, -0.090, -0.090, 0.102, -0.097, 0.102, -0.093, 0.051, -0.048, 0.110, -0.310, 0.107, -0.683, 0.057, -0.057, 0.049, -0.510, -0.091, -0.166, 0.019, 0.098, -0.127, 0.062, 0.056, 0.094, -0.079, 0.593, -0.103, 0.101, 0.844, 0.043, 0.336, 0.123, -0.239, -0.137, -0.142, 0.016, 0.097, 0.066, 0.116, 0.061, 0.093, 0.086, 0.024, 1.127, -0.452, -0.616, 0.089], "relative_energy_kcal_mol": 0.0, "charge": 0, "orbital_gap_ev": [6.423, 6.787], "s_squared": 0.78, "multiplicity": 2, "lumo_energy_ev": [0.26, 0.24], "homo_energy_ev": [-6.2, -6.5]}